{"formula": "C5H14NO", "method": "ωB97M-V/def2-TZVPD", "total_charge": 1, "largest_force_ha_per_bohr": 0.0955, "multiplicity": 1, "e_lumo_ev": -7.65, "orbital_gap_ev": 4.63, "e_above_lowest_kcal_mol": 126.2, "elements": ["C", "C", "C", "C", "C", "N", "H", "H", "H", "H", "H", "H", "H", "H", "H", "H", "H", "H", "H", "H", "O"], "xyz": [[-3.235, -0.434, 0.112], [-1.759, -0.430, 0.457], [-0.816, 0.635, 0.075], [0.592, 0.958, 0.493], [-1.313, 1.619, -0.992], [4.039, -0.971, 1.148], [-3.369, -0.579, -0.954], [-3.739, 0.545, 0.546], [-1.616, -1.253, 1.191], [1.434, -2.201, -0.942], [1.079, 0.589, 1.386], [1.072, 1.730, -0.093], [-0.402, 2.287, -1.344], [-1.962, 2.397, -0.703], [-1.523, 1.231, -1.998], [4.683, -0.219, 0.903], [3.404, -0.968, 0.310], [4.394, -1.851, 1.395], [-3.846, -1.154, 0.634], [1.149, -0.648, -0.550], [1.734, -1.283, -1.075]]}

=====

{"formula": "C5H14NO", "method": "ωB97M-V/def2-TZVPD", "total_charge": 1, "largest_force_ha_per_bohr": 0.1124, "multiplicity": 1, "e_lumo_ev": -3.20, "orbital_gap_ev": 10.26, "e_above_lowest_kcal_mol": 53.5, "elements": ["C", "C", "C", "C", "C", "N", "H", "H", "H", "H", "H", "H", "H", "H", "H", "H", "H", "H", "H", "H", "O"], "xyz": [[0.652, -0.623, 0.624], [-0.506, -0.455, 1.616], [-1.476, 0.625, 1.011], [-2.405, -0.907, -0.734], [-1.945, 0.350, -0.435], [1.072, 0.706, 0.051], [0.407, -1.276, -0.170], [1.446, -1.066, 1.175], [-1.130, -1.385, 1.805], [-0.143, -0.025, 2.556], [-1.022, 1.603, 0.981], [-2.355, 0.756, 1.719], [-2.138, -1.742, -0.097], [-3.029, -0.970, -1.493], [-2.368, 1.320, -0.960], [1.409, 1.414, 0.659], [1.876, 0.586, -0.700], [0.231, 0.963, -0.471], [3.481, -0.631, -2.706], [4.427, 0.531, -2.143], [3.517, 0.225, -2.290]]}

=====

{"formula": "C5H14NO", "method": "ωB97M-V/def2-TZVPD", "total_charge": 2, "largest_force_ha_per_bohr": 0.0468, "multiplicity": 2, "e_lumo_ev": [-9.03, -14.46], "orbital_gap_ev": [11.55, 4.99], "e_above_lowest_kcal_mol": 67.6, "s_squared": 0.755, "elements": ["C", "C", "C", "C", "C", "N", "H", "H", "H", "H", "H", "H", "H", "H", "H", "H", "H", "H", "H", "H", "O"], "xyz": [[0.966, 0.263, 2.081], [-0.477, 0.013, 1.694], [-0.840, 0.268, 0.261], [0.179, -0.201, -0.764], [0.161, -2.428, -1.779], [0.498, -1.645, -0.818], [0.974, 0.655, 3.106], [1.358, 1.072, 1.457], [1.630, -0.600, 2.057], [-1.176, 0.722, 2.217], [-0.775, -1.008, 2.029], [-0.760, 1.406, 0.062], [-1.887, 0.029, 0.083], [1.148, 0.283, -0.637], [-0.131, 0.109, -1.767], [0.482, -3.465, -1.827], [-0.406, -2.006, -2.598], [0.598, -2.077, 0.101], [-1.239, 3.091, -1.388], [0.237, 3.036, -1.881], [-0.540, 2.485, -1.690]]}

=====

{"formula": "C5H14NO2", "method": "ωB97M-V/def2-TZVPD", "total_charge": -1, "largest_force_ha_per_bohr": 0.0838, "multiplicity": 1, "e_lumo_ev": 3.68, "orbital_gap_ev": 7.29, "e_above_lowest_kcal_mol": 24.6, "elements": ["C", "O", "C", "C", "C", "C", "N", "H", "H", "H", "H", "H", "H", "H", "H", "H", "H", "H", "H", "H", "H", "O"], "xyz": [[0.988, 0.272, -0.822], [2.091, -0.294, -0.095], [-0.330, -0.260, -0.259], [-1.505, 0.629, -0.798], [-2.858, 0.210, -0.038], [-2.542, 0.140, 1.456], [-0.527, -1.704, -0.420], [1.132, 0.156, -1.848], [1.046, 1.356, -0.619], [-0.176, -0.139, 0.804], [-1.597, 0.551, -1.834], [-1.220, 1.633, -0.580], [-3.314, -0.639, -0.530], [-3.528, 1.031, -0.307], [-1.645, -0.439, 1.681], [-3.332, -0.456, 1.972], [-2.604, 1.069, 2.021], [-0.047, -2.021, -1.338], [0.029, -2.154, 0.309], [4.805, 0.455, 0.437], [2.923, 0.355, 0.395], [3.998, 0.947, 0.739]]}

=====

{"formula": "C5H14NO2", "method": "ωB97M-V/def2-TZVPD", "total_charge": -1, "largest_force_ha_per_bohr": 0.0210, "multiplicity": 1, "e_lumo_ev": 3.58, "orbital_gap_ev": 6.62, "e_above_lowest_kcal_mol": 7.0, "elements": ["C", "O", "C", "C", "C", "C", "N", "H", "H", "H", "H", "H", "H", "H", "H", "H", "H", "H", "H", "H", "H", "O"], "xyz": [[1.799, -0.451, -0.784], [2.066, 0.055, -2.008], [0.631, 0.315, -0.050], [-0.454, -0.626, 0.462], [-1.727, -0.006, 0.981], [-2.485, -0.827, 2.026], [1.061, 1.202, 1.065], [2.662, -0.413, -0.070], [1.480, -1.517, -0.860], [0.281, 0.958, -0.863], [0.021, -1.274, 1.219], [-0.658, -1.335, -0.349], [-2.421, 0.113, 0.136], [-1.575, 1.013, 1.343], [-3.421, -0.334, 2.277], [-1.849, -1.027, 2.891], [-2.744, -1.808, 1.613], [1.044, 0.672, 1.924], [2.039, 1.421, 0.891], [1.444, 0.713, -3.361], [1.757, 1.874, -4.386], [1.050, 1.281, -4.097]]}

=====

{"formula": "C5H14NO2", "method": "ωB97M-V/def2-TZVPD", "total_charge": -2, "largest_force_ha_per_bohr": 0.0675, "multiplicity": 2, "e_lumo_ev": [6.06, 6.04], "orbital_gap_ev": [2.01, 6.71], "e_above_lowest_kcal_mol": 24.4, "s_squared": 0.751, "elements": ["C", "C", "C", "N", "C", "C", "O", "H", "H", "H", "H", "H", "H", "H", "H", "H", "H", "H", "H", "H", "H", "O"], "xyz": [[0.873, -1.682, 1.784], [-0.244, -2.739, 1.684], [0.748, -0.342, 1.051], [0.696, -0.477, -0.437], [1.209, 0.829, -0.973], [-0.054, 1.622, -1.632], [-1.141, 1.488, -0.848], [1.775, -2.145, 1.365], [1.053, -1.553, 2.850], [-1.245, -2.302, 1.891], [-0.080, -3.427, 2.545], [-0.266, -3.408, 0.832], [-0.020, 0.386, 1.356], [1.715, 0.159, 1.337], [-0.163, -0.860, -0.800], [1.693, 1.412, -0.215], [1.955, 0.648, -1.736], [-0.117, 1.158, -2.635], [0.257, 2.683, -1.760], [-2.909, 3.667, -2.031], [-2.518, 2.115, -1.658], [-3.217, 2.767, -1.969]]}